Entry 1:
{
  "formula": "C36H71BF3N2O27PS2",
  "method": "ωB97M-V with the def2-TZVPD basis set",
  "species": ["H", "O", "H", "O", "H", "H", "O", "F", "C", "H", "H", "H", "O", "C", "H", "H", "C", "C", "H", "H", "O", "O", "H", "C", "C", "H", "H", "C", "H", "H", "H", "C", "C", "N", "C", "H", "O", "C", "O", "H", "H", "H", "H", "N", "H", "F", "C", "H", "P", "C", "B", "C", "C", "H", "H", "H", "H", "H", "C", "H", "O", "H", "O", "H", "C", "C", "O", "O", "O", "H", "C", "H", "O", "C", "H", "O", "C", "C", "H", "O", "H", "H", "H", "H", "C", "H", "C", "H", "H", "H", "S", "H", "H", "O", "C", "H", "H", "C", "H", "C", "C", "O", "H", "H", "O", "O", "H", "H", "H", "F", "H", "H", "C", "C", "H", "H", "H", "O", "H", "H", "C", "H", "H", "H", "C", "O", "H", "C", "O", "H", "H", "O", "C", "C", "H", "O", "S", "H", "H", "O", "H", "O", "C"],
  "xyz": [[2.51, -9.58, 3.68], [-0.76, 4.62, 3.15], [5.90, 2.55, 2.07], [3.51, 6.65, 2.09], [7.89, -5.75, 9.70], [-5.99, -2.12, -5.90], [2.65, -7.99, 4.95], [5.41, 4.17, 3.21], [3.36, -6.90, 5.27], [-8.88, 5.00, -11.99], [4.14, -0.65, -0.68], [8.87, -4.64, 10.69], [0.40, 1.64, 2.10], [-4.95, -1.87, -6.13], [-1.53, -3.28, -4.61], [4.31, 1.01, 2.65], [-8.14, -5.56, -8.30], [-5.43, 2.66, -5.24], [3.47, 7.51, 1.62], [-4.97, 3.41, -4.61], [-4.77, 1.42, -5.01], [3.74, -0.91, 6.17], [3.68, 3.97, 4.96], [-0.41, -2.36, -2.96], [0.50, 0.63, -4.45], [2.21, 4.38, 5.89], [4.44, -5.35, 7.10], [2.47, 2.27, 3.23], [7.10, -4.60, 10.83], [4.45, 1.98, 4.15], [-1.95, 2.35, 2.88], [1.09, -0.50, -0.11], [-7.52, 0.51, -9.11], [0.30, -1.11, -2.51], [-0.26, 2.46, -0.93], [-3.06, 0.61, 1.60], [2.04, 2.75, -2.10], [2.83, 4.74, 4.99], [2.77, -6.30, 6.31], [0.97, 1.42, 4.77], [4.91, -2.45, 7.11], [-0.13, -2.31, -5.22], [2.14, -1.94, -1.59], [3.38, 0.20, 5.95], [-1.72, -1.48, -4.60], [-0.24, 6.15, 5.11], [2.00, 0.79, -0.26], [3.45, -4.36, 5.96], [1.99, 6.07, 2.45], [1.78, 1.26, 2.13], [1.27, 2.00, -1.12], [-1.79, 1.30, 3.26], [-3.90, -6.88, -6.94], [-3.09, -6.49, -6.31], [-4.04, 0.89, 3.11], [3.32, 3.79, 0.84], [-0.83, 2.43, -1.91], [-2.33, 1.94, 5.02], [1.11, -1.55, -1.32], [-4.82, -1.74, -7.20], [2.51, 1.41, 0.93], [-4.31, -2.69, -5.80], [5.88, -4.51, 8.47], [1.14, 0.88, -5.35], [-8.60, 4.62, -11.01], [6.82, -3.76, 8.36], [4.37, -6.53, 4.72], [-6.14, -7.30, -8.30], [0.73, 7.18, 2.55], [0.01, -0.13, -0.08], [3.43, -5.12, 6.75], [-9.41, 4.83, -10.31], [-4.96, -5.93, -6.92], [4.43, 3.77, 1.02], [0.07, 6.93, 1.86], [-1.80, 1.18, 4.70], [-0.96, -2.30, -4.44], [3.17, -8.73, 3.85], [4.88, 3.18, 0.15], [1.91, 3.51, 2.91], [0.32, -3.25, -2.92], [2.86, -4.72, 7.60], [-0.86, -0.13, 1.87], [-4.23, -7.83, -6.52], [7.93, -4.75, 10.14], [4.92, 4.80, 0.95], [4.93, 3.10, 2.35], [1.92, 7.26, 6.59], [-8.81, -4.71, -8.15], [-7.92, -5.64, -9.37], [3.56, 0.46, -1.28], [-6.49, 2.59, -4.98], [-6.55, 0.84, -8.72], [2.70, 0.25, 4.78], [1.92, 4.63, 3.72], [-7.42, -0.52, -9.44], [0.31, 1.56, -3.84], [1.13, -0.56, -3.58], [1.83, 0.18, 2.46], [-6.03, -6.28, -7.66], [3.47, 6.09, 5.44], [6.93, -2.78, 7.45], [3.18, -8.12, 2.94], [1.79, 7.56, 4.80], [-7.90, 3.13, -8.92], [7.92, -3.75, 9.12], [-8.28, 0.56, -8.34], [-2.95, -0.66, 2.93], [-0.26, 3.55, -0.57], [4.65, 6.49, 4.72], [-5.32, 2.97, -6.28], [6.02, -1.86, 5.87], [-8.05, 2.60, -9.99], [-5.25, 0.40, -5.74], [-3.51, -7.01, -7.95], [3.89, 5.89, 6.49], [0.55, -2.46, -0.91], [-0.19, 3.63, 5.34], [5.70, -3.59, 5.98], [-0.03, 0.01, 3.48], [-0.47, 0.62, 2.62], [3.18, 8.28, 5.77], [4.17, -9.10, 4.08], [-1.25, -2.65, -2.25], [2.07, 1.58, 4.63], [-7.89, 1.29, -10.25], [-0.52, 0.31, -4.86], [5.82, -2.67, 6.56], [2.25, -0.96, -3.91], [2.44, 2.16, 5.53], [-0.84, 1.86, -0.17], [-6.95, -5.31, -7.56], [4.04, 2.04, 3.08], [2.53, 7.35, 5.63], [-8.64, -6.46, -7.94], [-8.40, 3.21, -11.13], [0.12, 4.71, 4.37], [-7.68, 5.11, -10.69], [2.13, 2.24, -2.93], [-6.15, 0.46, -6.53], [1.24, -1.10, 0.83], [-4.55, -0.70, -5.42], [-3.06, 0.45, 2.74]],
  "lowdin_charge": [0.092, -0.318, 0.148, -0.262, 0.098, 0.101, -0.002, -0.084, -0.607, 0.093, -0.090, 0.093, -0.074, -0.036, 0.080, 0.152, -0.044, -0.036, 0.081, 0.094, 0.003, 0.027, 0.128, -0.228, 0.007, 0.128, 0.070, -0.281, 0.098, 0.128, 0.139, -0.124, -0.050, -0.077, 0.003, 0.081, 0.017, -0.114, 0.007, 0.123, 0.074, 0.092, 0.110, -0.029, 0.067, -0.198, -0.569, 0.091, 0.959, -0.255, -0.429, -0.342, -0.045, 0.091, 0.082, 0.064, 0.077, 0.097, -0.188, 0.101, -0.117, 0.087, 0.110, 0.095, -0.049, -0.588, 0.121, 0.129, -0.310, 0.108, -0.049, 0.097, -0.009, -0.045, 0.066, -0.076, -0.100, -0.050, 0.086, -0.086, 0.129, 0.102, 0.110, 0.099, -0.046, 0.089, -0.281, 0.100, 0.094, 0.099, 0.847, 0.101, 0.076, -0.089, -0.514, 0.094, 0.063, -0.438, 0.159, -0.606, -0.323, 0.017, 0.097, 0.048, 0.122, 0.005, 0.099, 0.086, 0.096, -0.066, 0.100, 0.091, -0.608, -0.593, 0.100, 0.154, 0.121, -0.293, 0.096, 0.145, -0.144, 0.100, 0.098, 0.129, -0.065, 0.002, 0.077, -0.053, 0.045, 0.123, 0.053, -0.007, -0.042, -0.052, 0.099, -0.002, 0.803, 0.097, 0.070, 0.111, 0.126, -0.006, -0.068],
  "homo_energy_ev": -7.68,
  "fmax_ev_per_a": 6.766,
  "smiles": "CCN(CC[C@](S)(O[C@H](OC[C@@H](C)O)[C@@](CON=O)(C[C@@H](C)F)O[C@@](C[C@H](C)F)(P(O)O)S(=O)(=O)F)B(C)O)C(C)=O.COC(=O)OC.COC(=O)OC.COC(=O)OC.COC(=O)OC.COC(=O)OC",
  "e_tot_ev": -136525.1169
}


Entry 2:
{
  "formula": "C36H71N3O21S7",
  "method": "ωB97M-V with the def2-TZVPD basis set",
  "species": ["H", "O", "O", "H", "O", "H", "H", "H", "H", "C", "C", "C", "O", "H", "H", "H", "H", "C", "N", "H", "H", "H", "S", "O", "H", "H", "H", "C", "H", "H", "O", "O", "O", "H", "H", "H", "O", "H", "C", "C", "C", "C", "C", "H", "H", "H", "S", "N", "H", "C", "C", "S", "C", "H", "H", "S", "H", "C", "C", "C", "H", "H", "H", "H", "H", "C", "S", "H", "C", "H", "C", "C", "H", "H", "H", "H", "H", "O", "C", "S", "C", "O", "H", "H", "S", "O", "O", "C", "H", "C", "H", "H", "H", "O", "H", "H", "C", "C", "H", "O", "H", "H", "H", "H", "O", "H", "H", "C", "C", "H", "C", "O", "C", "C", "H", "H", "H", "C", "H", "H", "H", "C", "H", "N", "H", "C", "H", "O", "C", "O", "H", "H", "H", "O", "O", "H", "C", "H"],
  "xyz": [[14.65, 16.96, 21.55], [10.25, 11.59, 11.58], [10.32, 16.43, 16.68], [7.85, 17.62, 15.22], [16.00, 14.97, 20.18], [13.35, 13.72, 12.96], [14.54, 12.00, 14.69], [14.93, 13.76, 11.01], [15.91, 9.56, 12.84], [9.04, 14.48, 18.49], [16.22, 9.91, 11.87], [11.99, 15.96, 20.29], [16.30, 17.26, 13.46], [11.33, 17.99, 20.80], [15.09, 13.11, 21.88], [14.53, 15.54, 22.71], [15.45, 17.06, 23.11], [15.69, 17.81, 16.39], [12.04, 14.68, 20.51], [11.62, 13.17, 21.89], [9.65, 10.17, 10.15], [14.25, 8.60, 17.50], [8.30, 13.51, 19.69], [10.21, 17.95, 14.71], [10.61, 11.31, 8.23], [6.70, 15.54, 20.07], [13.07, 5.97, 12.72], [11.82, 12.79, 16.49], [17.16, 9.44, 11.61], [6.10, 14.02, 22.16], [17.26, 14.70, 22.29], [11.71, 18.56, 16.57], [6.90, 13.15, 19.37], [17.80, 14.95, 13.93], [14.00, 9.94, 16.26], [12.62, 12.19, 12.37], [15.72, 9.95, 17.42], [17.82, 15.94, 15.48], [13.91, 12.51, 15.41], [11.12, 15.12, 22.67], [14.33, 9.65, 17.28], [12.37, 16.52, 15.04], [12.60, 12.22, 15.51], [12.15, 6.49, 14.99], [13.30, 7.70, 11.10], [12.10, 11.50, 14.84], [11.08, 17.44, 15.93], [11.71, 9.46, 13.54], [12.51, 13.67, 11.45], [10.94, 11.64, 9.23], [11.03, 16.49, 22.35], [16.60, 11.54, 11.98], [9.85, 11.24, 10.22], [15.00, 11.65, 20.97], [13.82, 9.99, 19.40], [16.78, 9.65, 16.30], [9.65, 10.20, 13.76], [8.09, 16.71, 14.75], [16.17, 13.49, 20.00], [12.83, 7.96, 12.03], [11.18, 12.73, 9.27], [14.19, 14.64, 17.90], [16.86, 14.43, 15.45], [10.72, 14.75, 23.61], [11.74, 14.08, 18.18], [9.41, 17.01, 13.94], [16.66, 15.69, 21.45], [12.84, 17.28, 14.42], [12.26, 9.20, 12.35], [8.21, 15.91, 15.48], [13.19, 13.13, 12.07], [14.87, 17.81, 17.65], [8.89, 11.76, 10.00], [14.34, 12.12, 10.52], [12.56, 10.44, 18.30], [16.07, 13.38, 18.90], [15.03, 16.85, 18.22], [8.18, 12.84, 11.98], [14.43, 12.84, 11.33], [9.31, 12.22, 12.67], [12.37, 13.65, 17.36], [16.96, 12.01, 10.70], [13.00, 16.16, 15.85], [9.15, 17.51, 13.01], [15.88, 16.18, 14.31], [14.90, 15.23, 13.73], [17.35, 16.88, 20.99], [17.42, 11.30, 16.24], [10.59, 17.17, 23.03], [12.73, 6.97, 12.98], [17.17, 13.18, 20.32], [7.10, 15.13, 23.14], [11.87, 11.11, 9.43], [15.25, 16.74, 15.63], [7.33, 16.38, 14.04], [16.55, 11.89, 15.95], [6.45, 15.03, 22.28], [11.60, 8.50, 14.44], [10.07, 16.14, 13.86], [17.73, 8.70, 16.78], [17.75, 11.48, 17.25], [8.65, 11.40, 14.66], [10.75, 12.54, 16.54], [7.74, 16.45, 21.25], [8.26, 14.45, 20.91], [18.14, 11.31, 15.43], [12.40, 16.19, 19.33], [13.65, 10.43, 18.39], [13.73, 13.88, 17.25], [11.80, 15.68, 14.65], [17.25, 15.27, 14.84], [16.11, 9.37, 15.08], [8.84, 10.92, 13.69], [11.50, 16.98, 21.12], [7.88, 10.51, 13.33], [15.49, 9.72, 11.06], [14.11, 13.01, 20.40], [7.28, 15.48, 21.04], [9.12, 13.85, 17.59], [12.27, 10.04, 11.65], [15.23, 18.57, 18.28], [15.19, 16.36, 22.31], [16.75, 17.79, 16.64], [14.53, 13.36, 16.27], [8.38, 15.34, 18.27], [12.10, 7.22, 14.20], [13.82, 17.92, 17.40], [10.11, 13.05, 13.48], [11.67, 14.22, 21.71], [9.15, 12.40, 20.09], [13.98, 11.45, 18.46], [11.13, 8.79, 15.34], [5.61, 15.66, 22.54], [15.28, 12.30, 12.34], [17.48, 11.71, 13.10], [10.04, 14.77, 18.82], [15.08, 12.73, 20.86], [15.56, 18.73, 15.83]],
  "lowdin_charge": [0.059, -0.290, -0.317, 0.062, -0.298, 0.049, 0.102, 0.135, 0.042, -0.154, -0.139, -0.186, -0.268, 0.102, 0.057, 0.075, 0.068, -0.275, 0.057, 0.100, 0.118, 0.122, 0.568, -0.276, 0.090, 0.130, 0.115, -0.077, 0.089, 0.074, -0.287, -0.283, -0.301, 0.101, 0.104, 0.079, -0.270, 0.068, -0.149, -0.040, -0.233, -0.093, -0.083, 0.102, 0.104, 0.091, 0.616, 0.040, 0.078, -0.066, -0.073, 0.510, -0.231, 0.073, 0.093, 0.551, 0.031, -0.048, -0.171, -0.061, 0.095, 0.098, 0.064, 0.101, 0.080, -0.184, 0.592, 0.094, -0.111, 0.053, -0.077, -0.041, 0.121, 0.120, 0.087, 0.105, 0.088, -0.292, -0.246, 0.537, -0.084, -0.255, 0.037, 0.127, 0.588, -0.298, -0.296, -0.106, 0.088, -0.074, 0.108, 0.071, 0.059, -0.286, 0.080, 0.036, -0.046, -0.146, 0.098, -0.259, 0.069, 0.083, 0.112, 0.115, -0.290, 0.062, 0.091, -0.060, -0.141, 0.057, -0.118, -0.288, -0.122, -0.027, 0.087, 0.086, 0.047, -0.231, 0.082, 0.084, 0.069, -0.120, 0.124, 0.103, 0.091, -0.041, 0.054, -0.272, -0.113, -0.288, 0.042, 0.099, 0.070, -0.269, -0.265, 0.035, -0.055, 0.130],
  "homo_energy_ev": -9.66,
  "fmax_ev_per_a": 4.596,
  "smiles": "CCOS(C)(=O)=O.CCOS(C)(=O)=O.CCOS(C)(=O)=O.CCOS(C)(=O)=O.CCOS(C)(=O)=O.CCOS(C)(=O)=O.CCOS(C)(=O)=O.c1ccncc1.c1ccncc1.c1ccncc1",
  "e_tot_ev": -161793.2485
}


Entry 3:
{
  "formula": "C36H72O11",
  "method": "ωB97M-V with the def2-TZVPD basis set",
  "species": ["H", "C", "O", "H", "C", "H", "C", "C", "H", "H", "H", "O", "C", "H", "C", "H", "H", "H", "C", "C", "H", "C", "O", "C", "C", "C", "H", "H", "H", "H", "H", "H", "H", "H", "H", "O", "H", "H", "C", "C", "H", "H", "H", "C", "H", "C", "C", "C", "H", "C", "O", "C", "C", "H", "H", "O", "H", "H", "H", "O", "C", "O", "H", "H", "H", "H", "H", "H", "H", "H", "O", "O", "H", "O", "H", "H", "C", "H", "H", "H", "H", "H", "H", "C", "C", "C", "C", "H", "C", "C", "H", "C", "H", "H", "H", "H", "C", "H", "H", "H", "H", "H", "H", "C", "H", "H", "H", "H", "H", "H", "H", "C", "H", "H", "H", "H", "C", "C", "C"],
  "xyz": [[-1.45, -7.72, 1.31], [0.00, 7.12, -4.46], [-1.47, -4.58, 3.77], [0.50, -3.62, 5.95], [-1.07, -8.33, 0.49], [4.60, 0.76, 1.02], [-3.12, 1.38, -4.56], [-1.58, -2.71, -4.52], [-0.52, 6.18, -1.82], [-6.32, 0.21, 2.95], [0.51, -5.77, 2.79], [-1.71, 3.58, -0.62], [-4.53, 1.77, 3.20], [0.57, -0.69, 0.29], [5.50, 3.76, -3.50], [-2.36, -3.02, -3.83], [4.80, 5.71, 1.41], [-1.47, -7.94, -0.45], [3.72, 3.99, 0.74], [-4.79, 0.08, 1.12], [5.61, 4.78, 0.11], [0.48, 5.92, -3.69], [3.73, -1.33, 3.12], [6.55, 2.75, -3.87], [4.62, -0.86, 2.41], [5.01, 4.71, 1.02], [-6.29, 1.67, 1.76], [3.29, 4.67, -1.25], [-1.99, -2.06, -5.30], [-0.11, 7.97, -3.79], [0.74, -0.77, 2.25], [-3.81, -2.70, 3.30], [-1.11, 2.49, -2.87], [-2.02, 0.23, 1.77], [-4.59, 2.92, 2.97], [-0.18, 1.87, 0.11], [-1.22, -5.66, -6.36], [-0.33, 0.94, -2.51], [-0.45, -4.78, 4.42], [-5.60, 0.87, 2.31], [-2.24, -4.27, -6.81], [-3.43, 1.44, 2.92], [-1.36, 5.10, -2.98], [2.79, 4.60, -0.28], [3.25, -0.38, 0.85], [-1.85, -1.95, 2.40], [4.23, 3.78, -4.31], [-3.45, -1.68, 2.78], [-0.50, 1.72, 2.28], [-0.72, 3.25, 0.25], [-2.48, -0.28, -2.98], [-4.41, -1.47, 1.46], [0.14, -0.35, 1.34], [-3.91, -2.02, 0.55], [0.94, -10.10, -0.50], [5.67, 4.54, -2.56], [-3.90, 0.76, 0.79], [-5.74, 1.89, 5.22], [-3.43, 2.38, -4.23], [3.44, 2.94, 1.31], [0.73, -5.50, 3.82], [1.55, 5.37, -3.96], [0.86, -8.67, -1.59], [-4.01, 0.76, -4.67], [-2.47, 2.23, 5.04], [6.12, -1.27, 3.88], [3.56, 4.56, -3.92], [-5.54, 0.05, 0.19], [6.14, 1.74, -3.77], [-0.30, 1.56, -4.18], [-0.30, 4.22, 1.28], [0.26, -4.16, -5.00], [0.08, 4.54, -2.11], [1.05, -7.58, 1.30], [-2.62, 1.45, -5.53], [-3.58, -0.83, 3.57], [-1.81, -4.83, -5.97], [1.90, 3.97, -0.38], [0.93, -6.42, 4.39], [3.72, 2.81, -4.23], [2.24, -8.88, -0.49], [-1.20, -1.77, 3.37], [-4.43, 0.47, 5.17], [-0.39, 5.41, -2.58], [-4.68, 1.58, 4.82], [-1.46, -0.73, 1.33], [0.22, 1.32, 1.42], [4.87, -0.86, 0.29], [-3.50, 2.54, 5.51], [-2.19, 0.77, -3.55], [1.61, -4.85, 3.83], [1.16, -9.03, -0.60], [-0.18, -5.19, 6.50], [2.48, 5.60, 0.05], [-3.74, 3.66, 5.21], [6.68, -1.41, 2.20], [-0.33, -4.33, 5.85], [0.73, 7.37, -5.23], [4.46, 4.00, -5.35], [6.41, 0.20, 2.93], [-5.43, -2.05, 1.66], [-1.87, -1.02, 0.25], [7.41, 2.85, -3.20], [4.33, -0.30, 1.05], [-0.95, 6.89, -4.95], [6.88, 2.93, -4.90], [-1.66, -3.01, 1.94], [5.58, 4.15, 1.77], [-3.48, 2.38, 6.67], [-2.61, -5.23, -5.34], [-0.82, -2.15, -3.96], [-0.90, 1.49, -3.26], [-1.26, -3.82, 6.15], [-0.93, 4.06, 2.07], [1.31, 1.63, 1.72], [-1.38, -9.36, 0.64], [-0.93, -3.92, -5.15], [0.44, -8.25, 0.47], [6.05, -0.83, 2.88]],
  "lowdin_charge": [0.084, -0.023, 0.022, 0.086, -0.022, 0.066, -0.023, -0.039, 0.098, 0.116, 0.061, -0.026, -0.240, 0.123, -0.483, 0.090, 0.088, 0.087, -0.464, -0.225, 0.074, -0.467, 0.039, -0.028, -0.486, -0.015, 0.111, 0.074, 0.086, 0.087, 0.116, 0.112, 0.057, 0.081, 0.114, -0.070, 0.082, 0.081, -0.484, -0.203, 0.084, 0.081, 0.088, -0.004, 0.071, -0.188, -0.025, -0.196, 0.131, -0.280, 0.031, -0.210, -0.140, 0.109, 0.085, 0.036, 0.098, 0.111, 0.085, 0.032, -0.020, 0.039, 0.087, 0.084, 0.066, 0.083, 0.047, 0.114, 0.086, 0.089, 0.009, 0.046, 0.058, 0.045, 0.084, 0.087, -0.032, 0.063, 0.090, 0.092, 0.085, 0.108, 0.106, -0.031, -0.265, -0.198, -0.176, 0.087, -0.157, -0.480, 0.090, -0.027, 0.084, 0.097, 0.076, 0.085, -0.027, 0.085, 0.091, 0.085, 0.115, 0.126, 0.083, -0.019, 0.086, 0.086, 0.109, 0.083, 0.077, 0.084, 0.081, -0.014, 0.083, 0.148, 0.118, 0.086, -0.492, -0.483, -0.028],
  "homo_energy_ev": -9.23,
  "fmax_ev_per_a": 9.056,
  "smiles": "CCCCCCCCCCCOC(=O)O.CC(C)=O.CC(C)=O.CC(C)=O.CC(C)=O.CC(C)=O.CC(C)=O.CC(C)=O.CC(C)=O",
  "de_lowest_kcal_mol": 44.2,
  "e_tot_ev": -61015.3480
}